*A*
A structure of composition C29H27AsCl2N7NaO4. Source: the Open Molecules 2025 dataset; level of theory: ωB97M-V/def2-TZVPD.

Values from the calculation:
HOMO-LUMO gap = 4.893 eV

Geometry as ORCA input:
```
! wB97M-V def2-TZVPD RIJCOSX def2/J DEFGRID3
* xyz -2 1
Na 1.287 -0.438 1.257
O 3.476 3.021 -0.794
C 2.826 2.246 -0.057
N 2.387 1.043 -0.335
C 2.747 0.592 -1.654
C 2.566 -0.883 -1.798
C 3.593 -1.690 -2.284
C 3.385 -3.051 -2.400
C 2.159 -3.574 -2.023
C 1.199 -2.693 -1.557
N 1.388 -1.390 -1.464
C 2.394 2.740 1.295
C 2.293 4.121 1.481
C 1.811 4.611 2.676
C 1.441 3.705 3.658
C 1.625 2.354 3.397
N 2.094 1.879 2.259
H 3.788 0.870 -1.889
H 2.105 1.095 -2.401
H 4.538 -1.245 -2.559
H 4.167 -3.699 -2.778
H 1.958 -4.632 -2.080
H 0.218 -3.036 -1.248
H 2.590 4.767 0.668
H 1.719 5.679 2.840
H 1.022 4.032 4.600
H 1.374 1.620 4.147
O -1.600 1.003 3.923
C -1.365 0.788 2.729
O -0.364 0.194 2.255
C -2.413 1.160 1.698
C -3.740 0.826 1.916
C -4.651 0.847 0.887
C -4.207 1.079 -0.448
C -5.061 1.093 -1.549
C -4.583 1.452 -2.825
C -3.263 1.650 -3.056
C -2.269 1.419 -1.990
C -2.828 1.377 -0.626
N -2.020 1.511 0.429
H -4.029 0.557 2.923
H -5.694 0.614 1.055
H -6.115 0.909 -1.392
H -5.305 1.597 -3.627
H -2.893 1.975 -4.021
H -1.422 2.101 -2.097
Cl 1.214 -2.267 5.167
C -0.284 -1.893 4.336
Cl -0.480 -2.917 2.923
H -0.235 -0.858 3.994
H -1.106 -2.071 5.027
C -2.845 -1.508 -2.725
As -1.298 -0.448 -2.079
C -0.699 2.076 0.280
C -0.518 -0.203 -3.886
H -3.418 -0.962 -3.471
H -3.493 -1.747 -1.883
H -2.480 -2.446 -3.151
H 0.018 1.369 -0.142
H -0.336 2.362 1.262
H -0.746 2.967 -0.348
H -1.297 -0.044 -4.633
H 0.059 -1.089 -4.155
H 0.158 0.650 -3.890
O 2.301 -2.165 1.559
N 3.175 -3.057 1.813
C 2.912 -4.335 1.556
C 3.898 -5.298 1.802
N 4.666 -6.146 1.961
C 1.731 -4.868 1.006
N 0.770 -5.300 0.537
*
```

Atom charges from the Löwdin analysis, given in e for atoms 1 to 5: atom 1 (Na): 0.239, atom 2 (O): -0.061, atom 3 (C): -0.556, atom 4 (N): 0.032, atom 5 (C): -0.195

***

*B*
A structure of composition C29H27AsCl2N7NaO4. Source: the Open Molecules 2025 dataset; level of theory: ωB97M-V/def2-TZVPD.

Values from the calculation:
HOMO-LUMO gap = 6.562 eV

Geometry as ORCA input:
```
! wB97M-V def2-TZVPD RIJCOSX def2/J DEFGRID3
* xyz -2 1
Na -1.051 -0.890 0.119
O -3.438 2.649 -2.709
C -2.696 1.732 -2.263
N -2.159 1.605 -1.071
C -2.468 2.723 -0.221
C -2.214 2.473 1.241
C -2.357 3.533 2.147
C -2.229 3.297 3.498
C -1.958 2.001 3.926
C -1.808 1.018 2.965
N -1.919 1.246 1.651
C -2.438 0.574 -3.206
C -3.517 0.030 -3.909
C -3.297 -1.036 -4.756
C -2.001 -1.517 -4.906
C -0.993 -0.892 -4.194
N -1.195 0.126 -3.360
H -3.524 3.024 -0.315
H -1.910 3.631 -0.509
H -2.581 4.523 1.768
H -2.343 4.105 4.212
H -1.858 1.757 4.976
H -1.582 -0.006 3.236
H -4.497 0.462 -3.765
H -4.121 -1.495 -5.292
H -1.778 -2.359 -5.549
H 0.036 -1.233 -4.284
O 1.024 -4.034 -1.756
C 0.539 -2.923 -1.458
O -0.545 -2.669 -0.893
C 1.421 -1.708 -1.805
C 2.632 -1.918 -2.522
C 3.433 -0.856 -2.798
C 3.030 0.440 -2.389
C 3.799 1.605 -2.623
C 3.344 2.827 -2.214
C 2.090 2.941 -1.570
C 1.331 1.832 -1.326
C 1.799 0.554 -1.711
N 1.031 -0.529 -1.404
H 2.877 -2.934 -2.798
H 4.374 -0.979 -3.324
H 4.752 1.510 -3.134
H 3.936 3.717 -2.397
H 1.723 3.920 -1.285
H 0.337 1.882 -0.893
Cl 2.274 -5.819 2.112
C 1.464 -4.467 1.270
Cl 2.472 -3.011 1.264
H 0.551 -4.231 1.806
H 1.287 -4.743 0.234
C 1.515 2.336 2.369
As 1.542 0.429 1.859
C 1.755 -0.241 3.695
C 3.453 0.450 1.364
H 2.377 2.575 2.996
H 0.596 2.562 2.911
H 1.545 2.947 1.466
H 2.526 0.322 4.226
H 2.014 -1.299 3.670
H 0.801 -0.135 4.212
H 4.067 0.715 2.227
H 3.589 1.198 0.580
H 3.773 -0.515 0.972
O -1.063 -1.821 2.126
N -1.251 -2.991 2.550
C -2.504 -3.360 2.793
C -2.728 -4.673 3.300
N -2.941 -5.725 3.721
C -3.621 -2.484 2.626
N -4.523 -1.774 2.519
*
```

Atom charges from the Löwdin analysis, given in e for atoms 1 to 5: atom 1 (Na): 0.257, atom 2 (O): -0.077, atom 3 (C): -0.559, atom 4 (N): 0.045, atom 5 (C): -0.225

***

Of them, *A* has the lowest stability.

***

*A*
A cluster of 2 separate species, C5H12O2S in total. Source: the Open Molecules 2025 dataset; level of theory: ωB97M-V/def2-TZVPD.

Values from the calculation:
HOMO-LUMO gap = 9.296 eV

Geometry as ORCA input:
```
! wB97M-V def2-TZVPD RIJCOSX def2/J DEFGRID3
* xyz 0 1
C -1.735 1.975 -1.583
S -0.798 2.226 -0.092
C -0.947 0.721 0.883
C -0.947 -0.587 0.069
C 0.165 -0.767 -0.968
C 1.530 -0.860 -0.334
O 2.200 -1.853 -0.250
H -1.850 2.963 -2.022
H -1.326 1.377 -2.403
H -2.674 1.479 -1.352
H -1.868 0.623 1.454
H -0.224 0.772 1.690
H -1.943 -0.758 -0.326
H -0.743 -1.360 0.815
H -0.027 -1.728 -1.447
H 0.272 0.072 -1.657
H 1.904 0.102 0.072
O 2.693 -1.418 2.211
H 2.669 -1.681 3.140
H 3.649 -1.297 2.102
*
```

Atom charges from the natural (NBO) analysis, given in e for atoms 1 to 5: atom 1 (C): -0.771, atom 2 (S): 0.205, atom 3 (C): -0.548, atom 4 (C): -0.398, atom 5 (C): -0.521

***

*B*
The molecule C5H12O2S. Source: the Open Molecules 2025 dataset; level of theory: ωB97M-V/def2-TZVPD.

Values from the calculation:
HOMO-LUMO gap = 9.123 eV

Geometry as ORCA input:
```
! wB97M-V def2-TZVPD RIJCOSX def2/J DEFGRID3
* xyz 0 1
C 1.747 -1.829 -0.892
C 2.348 -0.505 -0.460
C 1.426 0.442 0.245
O 0.704 -0.216 1.280
S -0.152 0.878 -0.960
C -2.096 1.148 -0.389
C -2.347 0.339 0.859
O -2.334 2.458 -0.265
H 0.791 -1.737 -1.165
H 2.133 -2.308 -1.789
H 1.821 -2.571 -0.103
H 3.324 -0.693 0.147
H 2.713 -0.067 -1.370
H 1.903 1.388 0.709
H -0.118 -0.480 0.942
H -2.598 0.748 -1.247
H -1.649 -0.530 0.915
H -1.934 0.917 1.652
H -3.327 0.045 1.109
H -2.357 2.575 0.781
*
```

Atom charges from the natural (NBO) analysis, given in e for atoms 1 to 5: atom 1 (C): -0.612, atom 2 (C): -0.474, atom 3 (C): 0.119, atom 4 (O): -0.752, atom 5 (S): -0.185

***

Of them, *B* has the lowest stability.

***

*A*
The molecule C5H6O. Source: the Open Molecules 2025 dataset; level of theory: ωB97M-V/def2-TZVPD.

Values from the calculation:
HOMO-LUMO gap = 10.908 eV

Geometry as ORCA input:
```
! wB97M-V def2-TZVPD RIJCOSX def2/J DEFGRID3
* xyz 0 1
C -1.851 -0.600 0.825
C -0.860 -1.085 0.336
C 0.471 -1.059 -0.289
C 1.012 0.299 0.199
C 0.070 1.289 -0.490
O -0.176 1.188 -1.669
H -2.688 -0.136 1.293
H 0.329 -0.926 -1.367
H 1.110 -1.927 -0.106
H 0.970 0.382 1.292
H 2.038 0.499 -0.129
H -0.426 2.077 0.106
*
```

Atom charges from the natural (NBO) analysis, given in e for atoms 1 to 5: atom 1 (C): -0.266, atom 2 (C): 0.013, atom 3 (C): -0.487, atom 4 (C): -0.491, atom 5 (C): 0.449

***

*B*
A structure of composition C5H6O. Source: the Open Molecules 2025 dataset; level of theory: ωB97M-V/def2-TZVPD.

Values from the calculation:
HOMO-LUMO gap = 10.428 eV

Geometry as ORCA input:
```
! wB97M-V def2-TZVPD RIJCOSX def2/J DEFGRID3
* xyz 0 1
O -1.368 1.933 0.730
C -0.719 1.092 0.149
C -1.110 -0.134 -0.659
C -0.090 -0.777 0.337
C 1.307 -0.459 -0.232
C 0.600 0.592 0.553
H -2.177 -0.367 -0.663
H -0.724 -0.165 -1.684
H -0.408 -1.466 1.112
H 1.328 -0.585 -1.308
H 2.309 -0.615 0.197
H 1.053 0.950 1.468
*
```

Atom charges from the natural (NBO) analysis, given in e for atoms 1 to 5: atom 1 (O): -0.568, atom 2 (C): 0.567, atom 3 (C): -0.500, atom 4 (C): -0.182, atom 5 (C): -0.410

***

*C*
The molecule C5H6O. Source: the Open Molecules 2025 dataset; level of theory: ωB97M-V/def2-TZVPD.

Values from the calculation:
HOMO-LUMO gap = 10.735 eV

Geometry as ORCA input:
```
! wB97M-V def2-TZVPD RIJCOSX def2/J DEFGRID3
* xyz 0 1
C -0.757 0.427 -2.211
C -0.294 0.487 -1.101
C 0.247 0.454 0.265
C -0.774 -0.130 1.245
C 1.528 -0.384 0.220
O 1.548 -1.572 0.413
H -1.177 0.370 -3.191
H 0.527 1.474 0.563
H -1.650 0.522 1.308
H -1.092 -1.118 0.907
H -0.334 -0.230 2.242
H 2.457 0.173 -0.016
*
```

Atom charges from the natural (NBO) analysis, given in e for atoms 1 to 5: atom 1 (C): -0.233, atom 2 (C): 0.002, atom 3 (C): -0.401, atom 4 (C): -0.588, atom 5 (C): 0.462

***

Of them, *A* has the lowest stability.

***

*A*
The molecule C5H6O. Source: the Open Molecules 2025 dataset; level of theory: ωB97M-V/def2-TZVPD.

Values from the calculation:
HOMO-LUMO gap (spin up / spin down) = 8.828 / 8.827 eV

Geometry as ORCA input:
```
! wB97M-V def2-TZVPD RIJCOSX def2/J DEFGRID3
* xyz 0 1
C 1.466 -0.115 -0.817
C 0.270 -0.507 -1.226
C -0.711 -0.831 -0.131
C -0.796 0.499 0.631
O 0.442 1.194 0.739
C 1.586 0.564 0.318
H -0.050 -0.419 -2.249
H -1.697 -1.111 -0.504
H -0.339 -1.632 0.512
H -1.138 0.374 1.655
H -1.483 1.191 0.146
H 2.450 0.796 0.927
*
```

Atom charges from the natural (NBO) analysis, given in e for atoms 1 to 5: atom 1 (C): -0.149, atom 2 (C): -0.140, atom 3 (C): -0.484, atom 4 (C): -0.068, atom 5 (O): -0.503

***

*B*
The molecule C5H6O. Source: the Open Molecules 2025 dataset; level of theory: ωB97M-V/def2-TZVPD.

Values from the calculation:
HOMO-LUMO gap = 10.556 eV

Geometry as ORCA input:
```
! wB97M-V def2-TZVPD RIJCOSX def2/J DEFGRID3
* xyz 0 1
C 2.382 -0.360 1.160
C 1.535 -0.437 0.309
C 0.484 -0.579 -0.700
C -0.905 -0.404 -0.060
C -1.583 0.935 -0.225
O -1.403 -1.310 0.564
H 3.132 -0.314 1.918
H 0.638 0.133 -1.518
H 0.529 -1.593 -1.113
H -2.624 0.852 0.091
H -1.526 1.289 -1.259
H -1.076 1.677 0.404
*
```

Atom charges from the natural (NBO) analysis, given in e for atoms 1 to 5: atom 1 (C): -0.222, atom 2 (C): -0.013, atom 3 (C): -0.581, atom 4 (C): 0.614, atom 5 (C): -0.724

***

*C*
The molecule C5H6O. Source: the Open Molecules 2025 dataset; level of theory: ωB97M-V/def2-TZVPD.

Values from the calculation:
HOMO-LUMO gap = 10.818 eV

Geometry as ORCA input:
```
! wB97M-V def2-TZVPD RIJCOSX def2/J DEFGRID3
* xyz 0 1
C -2.578 -1.267 0.324
C -1.611 -0.619 0.018
C -0.465 0.282 -0.107
C 0.897 -0.417 -0.019
C 2.054 0.548 -0.113
O 1.937 1.728 -0.347
H -3.435 -1.874 0.495
H -0.613 0.979 0.722
H -0.504 0.898 -1.011
H 1.001 -0.997 0.908
H 1.032 -1.151 -0.829
H 3.060 0.100 0.037
*
```

Atom charges from the natural (NBO) analysis, given in e for atoms 1 to 5: atom 1 (C): -0.241, atom 2 (C): -0.010, atom 3 (C): -0.486, atom 4 (C): -0.500, atom 5 (C): 0.445

***

Of them, *A* has the lowest stability.

***

*A*
The molecule C5H6O. Source: the Open Molecules 2025 dataset; level of theory: ωB97M-V/def2-TZVPD.

Values from the calculation:
HOMO-LUMO gap = 10.238 eV

Geometry as ORCA input:
```
! wB97M-V def2-TZVPD RIJCOSX def2/J DEFGRID3
* xyz 0 1
C 1.766 0.083 0.842
C 1.468 -0.390 -0.230
C 0.361 -0.825 -1.075
C -0.577 -0.502 0.178
C -1.090 0.921 0.215
O -0.854 -1.352 0.988
H 2.094 0.424 1.792
H 0.263 -0.232 -2.001
H 0.338 -1.893 -1.311
H -2.083 0.833 -0.233
H -0.480 1.598 -0.388
H -1.207 1.333 1.222
*
```

Atom charges from the natural (NBO) analysis, given in e for atoms 1 to 5: atom 1 (C): -0.200, atom 2 (C): -0.008, atom 3 (C): -0.569, atom 4 (C): 0.627, atom 5 (C): -0.719

***

*B*
The molecule C5H6O. Source: the Open Molecules 2025 dataset; level of theory: ωB97M-V/def2-TZVPD.

Values from the calculation:
HOMO-LUMO gap = 9.404 eV

Geometry as ORCA input:
```
! wB97M-V def2-TZVPD RIJCOSX def2/J DEFGRID3
* xyz 0 1
C 1.608 -0.538 0.685
C 0.305 -0.034 0.202
C -0.956 -0.507 0.296
C -1.863 0.335 -0.494
C -0.996 1.332 -0.909
O 0.273 1.136 -0.488
H 1.442 -1.485 1.206
H 2.055 0.177 1.378
H 2.310 -0.710 -0.137
H -1.303 -1.396 0.808
H -1.680 -0.662 -1.048
H -1.122 2.268 -1.446
*
```

Atom charges from the natural (NBO) analysis, given in e for atoms 1 to 5: atom 1 (C): -0.651, atom 2 (C): 0.261, atom 3 (C): -0.300, atom 4 (C): -0.530, atom 5 (C): 0.162

***

*C*
The molecule C5H6O. Source: the Open Molecules 2025 dataset; level of theory: ωB97M-V/def2-TZVPD.

Values from the calculation:
HOMO-LUMO gap = 10.778 eV

Geometry as ORCA input:
```
! wB97M-V def2-TZVPD RIJCOSX def2/J DEFGRID3
* xyz 0 1
C -0.239 -0.615 -2.418
C -0.249 -0.419 -1.233
C -0.414 -0.036 0.163
C 0.543 -0.729 1.147
C -0.180 1.464 0.308
O 0.397 2.173 -0.465
H -0.217 -0.744 -3.479
H -1.443 -0.261 0.493
H 0.415 -1.815 1.144
H 1.584 -0.513 0.900
H 0.355 -0.349 2.155
H -0.552 1.843 1.286
*
```

Atom charges from the natural (NBO) analysis, given in e for atoms 1 to 5: atom 1 (C): -0.206, atom 2 (C): -0.019, atom 3 (C): -0.405, atom 4 (C): -0.586, atom 5 (C): 0.462

***

*D*
A structure of composition C5H6O. Source: the Open Molecules 2025 dataset; level of theory: ωB97M-V/def2-TZVPD.

Values from the calculation:
HOMO-LUMO gap = 9.107 eV

Geometry as ORCA input:
```
! wB97M-V def2-TZVPD RIJCOSX def2/J DEFGRID3
* xyz 0 1
O -1.524 1.811 0.079
C -0.807 0.680 0.065
C -0.961 -0.486 -0.584
C 0.245 -1.039 0.144
C 1.459 -0.252 -0.188
C 0.441 0.331 0.784
H -2.281 1.529 -0.437
H -1.428 -0.788 -1.517
H 0.244 -1.943 0.736
H 1.550 0.182 -1.181
H 2.385 -0.569 0.281
H 0.676 0.545 1.817
*
```

Atom charges from the natural (NBO) analysis, given in e for atoms 1 to 5: atom 1 (O): -0.643, atom 2 (C): 0.349, atom 3 (C): -0.391, atom 4 (C): -0.209, atom 5 (C): -0.378

***

Of them, *B* has the lowest stability.